The following is a DFT calculation (ωB97M-V/def2-TZVPD) of C12H8GaN2O4 as an isolated structure.

Atoms and positions in Å:
Ga (-0.8702, 0.2660, -0.2260)
C (-0.2657, -1.6246, 1.4707)
O (0.4230, -2.2944, 2.0913)
C (-2.8430, -1.1569, 0.9791)
O (-3.5353, -1.8490, 1.5672)
C (-0.8209, -0.8186, -1.7364)
O (-0.7250, -1.5838, -2.6039)
C (-0.8650, 1.6310, 1.0364)
O (-0.8054, 2.4056, 1.9038)
C (-4.1014, 2.7886, -2.4494)
H (-3.7327, 3.7340, -2.0288)
H (-3.7074, 2.4985, -3.4329)
C (-5.0234, 2.0519, -1.8175)
H (-5.4228, 1.1270, -2.2553)
H (-5.4481, 2.3625, -0.8531)
N (5.3860, -2.7673, 2.4133)
C (4.7079, -2.0475, 1.7885)
C (3.7862, -1.1992, 1.0526)
C (3.3191, -0.0100, 1.6172)
C (2.2088, 0.5945, 1.0319)
N (1.6068, 0.0216, -0.0156)
C (2.2065, -0.9413, -0.7199)
C (3.3145, -1.6108, -0.2027)
H (3.8012, 0.4487, 2.4824)
H (1.8127, 1.5492, 1.3894)
H (1.8083, -1.1679, -1.7139)
H (3.7852, -2.4077, -0.7686)

Values from the calculation:
HOMO = -19.016 eV
Energy = -76079.97114 eV
ΔE to the lowest compared entry with this formula, charge and spin = 431.1 kJ/mol
Net charge = +3